No. 1
Here is C42H35GeN3O2Pd as an isolated structure from the OMol25 dataset. Energies are from the ωB97M-V functional and the def2-TZVPD basis.

```
84
Properties=species:S:1:pos:R:3
Pd -0.1320 0.0788 -0.1788
C 1.5122 3.5170 -2.4890
O 2.4215 3.0868 -1.4453
C 1.7625 2.1487 -0.7643
N 0.6296 1.7528 -1.2418
C 0.4420 2.4114 -2.5393
C -0.9340 2.9635 -2.8035
C -1.8839 3.0805 -1.8007
C -3.1248 3.6421 -2.0763
C -3.4217 4.0854 -3.3552
C -2.4711 3.9722 -4.3627
C -1.2331 3.4140 -4.0868
C 2.3411 1.5276 0.4296
C 3.5584 1.7635 0.9980
C 3.9461 0.9314 2.0901
C 3.1429 -0.1110 2.4873
C 1.9134 -0.3181 1.8450
N 1.5061 0.5742 0.8833
C 1.0105 -1.4076 1.9235
N 0.0169 -1.5280 1.0616
C -0.7002 -2.7682 1.3410
C 0.1820 -3.4134 2.4366
O 1.1150 -2.3851 2.8375
C -0.8496 -3.6866 0.1477
C -1.5487 -4.8790 0.3187
C -1.6904 -5.7752 -0.7276
C -1.1359 -5.4865 -1.9683
C -0.4358 -4.3037 -2.1434
C -0.2874 -3.4091 -1.0899
H 2.0793 3.6377 -3.4072
H 1.0811 4.4710 -2.1826
H 0.6788 1.6693 -3.3088
H -1.6586 2.7389 -0.7996
H -3.8570 3.7168 -1.2828
H -4.3914 4.5151 -3.5712
H -2.6956 4.3156 -5.3644
H -0.4992 3.3149 -4.8803
H 4.2059 2.5389 0.6149
H 4.8990 1.0935 2.5731
H 3.4568 -0.7899 3.2694
H -1.6940 -2.5374 1.7324
H 0.7594 -4.2506 2.0433
H -0.3743 -3.7254 3.3171
H -2.0018 -5.0980 1.2791
H -2.2394 -6.6966 -0.5782
H -1.2491 -6.1813 -2.7905
H -0.0006 -4.0691 -3.1068
H 0.2548 -2.4844 -1.2364
C -1.8118 -0.3428 -1.1268
Ge -3.5315 -0.1187 -0.3076
C -4.9427 0.0085 -1.6596
C -6.2394 -0.4407 -1.4168
C -7.2415 -0.2810 -2.3654
C -6.9577 0.3334 -3.5774
C -5.6692 0.7804 -3.8379
C -4.6721 0.6157 -2.8860
C -4.0296 -1.5862 0.8999
C -4.0033 -1.4216 2.2856
C -4.3216 -2.4715 3.1378
C -4.6920 -3.7028 2.6120
C -4.7405 -3.8757 1.2353
C -4.4021 -2.8281 0.3893
C -3.6656 1.4931 0.8124
C -2.6273 1.9046 1.6493
C -2.7574 3.0246 2.4602
C -3.9388 3.7529 2.4538
C -4.9874 3.3516 1.6383
C -4.8495 2.2309 0.8285
H -1.8004 -0.7112 -2.1532
H -6.4747 -0.9281 -0.4758
H -8.2429 -0.6379 -2.1583
H -7.7375 0.4595 -4.3181
H -5.4396 1.2575 -4.7830
H -3.6696 0.9716 -3.0998
H -3.7341 -0.4605 2.7091
H -4.2922 -2.3255 4.2107
H -4.9515 -4.5204 3.2732
H -5.0333 -4.8313 0.8170
H -4.4328 -2.9863 -0.6842
H -1.6931 1.3483 1.6656
H -1.9356 3.3275 3.0978
H -4.0433 4.6278 3.0831
H -5.9137 3.9128 1.6300
H -5.6759 1.9357 0.1903
```

Its HOMO energy (alpha / beta) is -5.7 / -8.4 eV. The value obtained for the energy relative to the best compared isomer or geometry (same formula, charge and spin) is 0.078 eV. As for the total charge: 0. The spin multiplicity is 3. The value obtained for the calculated total energy is -4140.96286 Eh.

These are the Löwdin partial charges, in e, on atoms 1 to 6: number 1, Pd, carries 0.8915; number 2, C, carries -0.0538; number 3, O, carries 0.0419; number 4, C, carries -0.2898; number 5, N, carries 0.0502; number 6, C, carries -0.2372

***

No. 2
Here is C42H36Cl2GeI2KN8O2S as an isolated structure from the OMol25 dataset. Energies are from the ωB97M-V functional and the def2-TZVPD basis.

```
95
Properties=species:S:1:pos:R:3
K -0.2008 1.4904 -0.3158
Cl -0.2584 -0.2804 -5.3892
C -1.7007 -0.2966 -4.3989
C -2.9301 -0.5084 -5.0224
C -4.0793 -0.5547 -4.2867
Cl -5.6072 -0.8090 -5.1057
C -4.0422 -0.3923 -2.8848
C -5.1780 -0.4516 -2.0517
C -5.0376 -0.3196 -0.6996
C -3.7545 -0.1083 -0.1684
N -2.6797 -0.0189 -0.9121
C -2.7884 -0.1702 -2.2545
C -1.5435 -0.0929 -3.0155
O -0.4285 0.1205 -2.4574
H -2.9661 -0.6281 -6.0967
H -6.1516 -0.6021 -2.4989
H -5.8955 -0.3682 -0.0410
H -3.6052 -0.0050 0.9017
N -1.1472 -1.0878 2.1634
N -0.9294 -0.7937 3.5186
C 0.3004 -0.8074 4.0720
N 0.3718 -0.2181 5.3051
S 1.6238 -1.5092 3.3494
H -1.2056 -2.0942 2.0372
H -0.2897 -0.8329 1.6734
H -1.6229 -0.1719 3.9099
H -0.2975 0.5108 5.5135
H 1.3163 -0.0293 5.5991
I -2.6841 2.6966 2.5656
I -3.0211 1.9761 5.1823
C 5.7917 1.3722 5.5036
C 5.0856 1.7917 4.2426
C 5.7716 1.9796 3.0410
C 5.1300 2.3018 1.8613
C 5.9523 2.4670 0.6121
C 3.7021 2.4669 1.8271
C 3.0504 2.7731 0.6025
O 1.7992 2.9245 0.4085
C 2.9976 2.2958 3.0716
C 1.5024 2.4515 3.1677
C 3.6964 1.9674 4.2134
H 6.8669 1.5491 5.4278
H 5.6470 0.3056 5.7116
H 5.4214 1.9225 6.3734
H 6.8536 1.8606 3.0283
H 7.0087 2.3055 0.8345
H 5.8404 3.4677 0.1833
H 5.6553 1.7571 -0.1676
H 3.7112 2.8743 -0.2710
H 1.1573 3.3766 2.7108
H 1.1932 2.4266 4.2162
H 0.9887 1.6381 2.6438
H 3.1375 1.8464 5.1403
C 2.5008 -0.0364 -1.6255
Ge 2.3440 -1.8845 -1.0860
C 2.6589 -3.0003 -2.6550
C 1.7384 -2.9437 -3.7018
C 1.9565 -3.6649 -4.8669
C 3.0950 -4.4495 -4.9959
C 4.0196 -4.5068 -3.9618
C 3.8023 -3.7817 -2.7974
C 3.5249 -2.2821 0.4094
C 4.2117 -1.2292 0.9593
C 5.0653 -1.4075 2.0723
C 5.2286 -2.6483 2.6097
C 4.5345 -3.7653 2.0812
C 4.6704 -5.0546 2.6501
C 3.9708 -6.1194 2.1584
C 3.0921 -5.9399 1.0694
C 2.9447 -4.7071 0.4995
C 3.6646 -3.5835 0.9775
H 3.4885 0.0593 -2.0835
H 2.4656 0.6710 -0.7954
H 1.7358 0.1946 -2.3661
H 0.8554 -2.3180 -3.6147
H 1.2386 -3.6053 -5.6755
H 3.2630 -5.0130 -5.9061
H 4.9097 -5.1164 -4.0630
H 4.5262 -3.8328 -1.9907
H 4.0817 -0.2238 0.5740
H 5.5534 -0.5412 2.5002
H 5.8697 -2.7953 3.4720
H 5.3363 -5.1780 3.4972
H 4.0790 -7.0982 2.6095
H 2.5238 -6.7793 0.6889
H 2.2568 -4.5841 -0.3275
N -0.4661 -2.8619 -0.2037
C 0.5427 -2.4195 -0.5374
N -2.3386 3.5034 0.0148
C -3.1200 3.7757 -0.8048
C -4.0565 4.1582 -1.7567
C -4.2366 3.4141 -2.9471
N -4.3870 2.8407 -3.9379
C -4.8278 5.3206 -1.5268
N -5.4592 6.2707 -1.3403
```

Its HOMO energy (alpha / beta) is -0.5 / -2.5 eV. The value obtained for the energy relative to the best compared isomer or geometry (same formula, charge and spin) is 2.204 eV. As for the total charge: -2. The spin multiplicity is 2. The value obtained for the calculated total energy is -6801.60847 Eh.

These are the Löwdin partial charges, in e, on atoms 1 to 6: number 1, K, carries 0.6509; number 2, Cl, carries 0.6434; number 3, C, carries -0.5804; number 4, C, carries -0.1584; number 5, C, carries -0.6390; number 6, Cl, carries 0.6133

***

No. 3
Here is C42H36F5IrN4PS as an isolated structure at a distorted geometry from the OMol25 dataset. Energies are from the ωB97M-V functional and the def2-TZVPD basis.

```
90
Properties=species:S:1:pos:R:3
Ir -0.3038 0.4110 -0.2580
F 3.6467 2.0325 5.7885
C 2.7348 1.7212 4.8824
C 3.0951 0.9876 3.7667
F 4.3621 0.5986 3.6229
C 2.1522 0.6634 2.8129
F 2.5696 0.0055 1.7302
C 0.8135 1.0233 2.9685
S -0.5490 0.5418 1.9620
C 0.4857 1.7703 4.1002
F -0.7773 2.1494 4.2897
C 1.4251 2.1325 5.0423
F 1.0823 2.8650 6.0929
C -0.7468 2.8792 -3.9927
C -0.1974 2.1757 -2.9151
N -0.9545 1.6023 -1.9899
C -2.2946 1.6976 -2.0941
C -2.9287 2.3761 -3.1284
C -2.1107 2.9760 -4.1021
C -4.3668 2.4343 -3.1465
C -5.0868 1.8218 -2.1890
C -4.4402 1.0888 -1.1293
C -5.1504 0.3982 -0.1330
C -4.4642 -0.2975 0.8217
C -3.0667 -0.2916 0.8002
N -2.3683 0.3751 -0.1126
C -3.0507 1.0456 -1.0831
H -0.0907 3.3350 -4.7221
H 0.8715 2.0734 -2.7966
H -2.5654 3.5072 -4.9303
H -4.8546 2.9793 -3.9449
H -6.1686 1.8674 -2.1981
H -6.2337 0.4154 -0.1364
H -4.9790 -0.8453 1.5991
H -2.5048 -0.8268 1.5505
C -3.3581 -5.3913 3.7345
C -3.7755 -4.4338 2.8160
C -2.8766 -3.4930 2.3457
C -1.5426 -3.5116 2.7726
C -1.1315 -4.4717 3.6975
C -2.0410 -5.4114 4.1700
P -0.4424 -2.2542 2.0850
C 1.2136 -2.6018 2.6726
C 2.2292 -3.0204 1.8153
C 3.4986 -3.2673 2.3188
C 3.7624 -3.0746 3.6672
C 2.7560 -2.6398 4.5238
C 1.4843 -2.3990 4.0299
C -0.4628 -2.5138 0.2753
C -0.5487 -3.8404 -0.1735
C -0.5540 -4.1409 -1.5285
C -0.5188 -3.1174 -2.4608
C -0.4689 -1.7911 -2.0384
C -0.4294 -1.4950 -0.6852
H -4.0639 -6.1200 4.1134
H -4.8031 -4.4220 2.4734
H -3.2063 -2.7499 1.6255
H -0.1019 -4.5107 4.0288
H -1.7141 -6.1605 4.8797
H 2.0217 -3.1752 0.7632
H 4.2819 -3.6171 1.6575
H 4.7552 -3.2636 4.0545
H 2.9636 -2.4888 5.5759
H 0.6967 -2.0685 4.6993
H -0.6010 -4.6436 0.5523
H -0.5956 -5.1741 -1.8510
H -0.5392 -3.3425 -3.5202
H -0.4840 -0.9971 -2.7802
C 1.6172 4.3043 -0.4703
C 1.9611 2.9976 0.2328
N 2.9753 2.2162 -0.4898
C 4.3518 2.7590 -0.4185
C 5.1578 2.2023 0.7424
C 2.7202 1.0487 -1.0724
C 3.8235 0.3939 -1.8628
N 1.5373 0.4663 -1.0814
H 0.7709 4.7749 0.0338
H 1.3436 4.1330 -1.5138
H 2.4446 5.0141 -0.4492
H 1.0666 2.3898 0.3400
H 2.3408 3.1983 1.2359
H 4.2568 3.8372 -0.3120
H 4.8565 2.5827 -1.3632
H 4.6688 2.4106 1.6941
H 6.1407 2.6738 0.7639
H 5.2981 1.1232 0.6649
H 4.1485 1.0406 -2.6791
H 3.4786 -0.5450 -2.2870
H 4.6876 0.1872 -1.2333
H 1.5710 -0.3820 -1.6317
```

Its HOMO energy (alpha / beta) is -12.3 / -12.9 eV. The value obtained for the energy relative to the best compared isomer or geometry (same formula, charge and spin) is 1.274 eV. As for the total charge: +2. The spin multiplicity is 2. The value obtained for the calculated total energy is -3183.82318 Eh.

These are the Löwdin partial charges, in e, on atoms 1 to 6: number 1, Ir, carries 1.0946; number 2, F, carries 0.1687; number 3, C, carries -0.1211; number 4, C, carries -0.1495; number 5, F, carries 0.1329; number 6, C, carries -0.2469